Formula: C64H144F12N8O20S4
Source: the OMol25 dataset
Level of theory: the ωB97M-V functional and the def2-TZVPD basis

Properties
- largest force on an atom (eV/A) = 4.943
- energy (hartree) = -7257.157190
- frontier orbital gap (hartree) = 0.156
- highest occupied orbital energy (eV) = -11.07
- charge = +4

Each line ends with the Löwdin charge.
CARTESIAN COORDINATES (ANGSTROEM)
1 C -31.5686 -5.6367 23.0491  -0.07
2 O -30.4744 -5.6021 23.9810  -0.19
3 C -30.5113 -6.5777 25.0626  -0.14
4 C -31.4041 -6.0868 26.3415  -0.04
5 N -32.8944 -5.6824 26.0738  0.10
6 H -33.0065 -4.9766 25.3601  0.14
7 H -33.2891 -6.4932 25.6189  0.15
8 C -33.6755 -5.2564 27.3693  -0.05
9 C -34.6990 -6.2164 27.9221  -0.28
10 O -35.4719 -6.6681 26.9071  -0.15
11 C -36.2016 -7.9098 27.3072  -0.03
12 H -32.0453 -6.6124 22.9546  0.09
13 H -31.3298 -5.2376 22.0634  0.10
14 H -32.3123 -4.9661 23.4796  0.07
15 H -29.5186 -6.8246 25.4390  0.12
16 H -30.8880 -7.5501 24.7451  0.11
17 H -30.9216 -5.2091 26.7715  0.12
18 H -31.4144 -6.8186 27.1492  0.12
19 H -34.2050 -4.3860 26.9818  0.13
20 H -32.9377 -4.9420 28.1075  0.13
21 H -35.2573 -5.7310 28.7226  0.15
22 H -34.1108 -7.0549 28.2949  0.13
23 H -36.9796 -8.2790 26.6391  0.09
24 H -36.6642 -7.9944 28.2905  0.09
25 H -35.5436 -8.7771 27.2520  0.09
26 C -29.5703 -10.5748 20.3830  -0.08
27 O -30.3370 -11.7556 20.2424  -0.17
28 C -29.5723 -12.8763 20.4379  -0.25
29 C -30.4395 -14.0776 20.1029  -0.06
30 N -31.3088 -14.3104 21.3249  0.08
31 H -30.6470 -14.6776 21.9937  0.16
32 H -31.6507 -13.4844 21.7950  0.17
33 C -32.4636 -15.2139 20.9884  -0.08
34 C -33.2693 -15.6685 22.2284  -0.16
35 O -32.4486 -16.3313 23.2033  -0.21
36 C -31.7368 -17.4984 22.8186  -0.08
37 H -30.2586 -9.7391 20.2562  0.10
38 H -28.7137 -10.5739 19.7090  0.08
39 H -29.1270 -10.5585 21.3787  0.09
40 H -29.0818 -12.9074 21.4108  0.14
41 H -28.8237 -12.8842 19.6456  0.13
42 H -29.8519 -14.9818 19.9442  0.14
43 H -31.0505 -13.9538 19.2089  0.15
44 H -32.0504 -16.0459 20.4182  0.13
45 H -33.0200 -14.5235 20.3545  0.15
46 H -34.1585 -16.2631 22.0192  0.13
47 H -33.6694 -14.7595 22.6776  0.13
48 H -31.1941 -18.0100 23.6134  0.10
49 H -31.1024 -17.3295 21.9484  0.08
50 H -32.5092 -18.2215 22.5570  0.09
51 C -30.6072 -5.2103 11.0541  -0.06
52 O -30.1049 -6.5113 10.6278  -0.15
53 C -29.6903 -7.3220 11.7054  -0.25
54 C -28.2754 -7.2702 12.1327  -0.06
55 N -28.1159 -6.3220 13.3260  0.07
56 H -27.2799 -5.7967 13.1130  0.17
57 H -28.9273 -5.7273 13.4159  0.15
58 C -27.9003 -6.9218 14.7289  -0.05
59 C -29.1147 -7.7647 15.2664  -0.16
60 O -29.0333 -9.1704 14.9344  -0.20
61 C -30.1766 -9.9446 15.1668  -0.10
62 H -29.7875 -4.5958 11.4263  0.08
63 H -31.4183 -5.2033 11.7823  0.09
64 H -30.9977 -4.6939 10.1773  0.10
65 H -29.8823 -8.3410 11.3694  0.15
66 H -30.4880 -7.3373 12.4481  0.13
67 H -27.6786 -7.0253 11.2541  0.15
68 H -27.7971 -8.1654 12.5300  0.13
69 H -27.7690 -6.0860 15.4162  0.13
70 H -26.9201 -7.3985 14.7349  0.13
71 H -30.0367 -7.4163 14.8010  0.11
72 H -29.3617 -7.5448 16.3051  0.13
73 H -30.1815 -10.9077 14.6563  0.10
74 H -31.0967 -9.4637 14.8349  0.10
75 H -30.2007 -10.2710 16.2065  0.09
76 C -22.1241 -22.0293 14.2452  -0.05
77 O -21.5667 -21.0879 15.1646  -0.18
78 C -20.8354 -20.0915 14.5312  -0.22
79 C -21.7824 -19.0459 13.9549  -0.10
80 N -22.9448 -18.6424 14.8911  0.08
81 H -23.5255 -19.4683 14.9196  0.17
82 H -22.5304 -18.5533 15.8078  0.17
83 C -23.5691 -17.3307 14.4685  -0.10
84 C -24.8151 -17.0424 15.2504  -0.25
85 O -25.7962 -17.9718 14.8683  -0.16
86 C -26.9551 -17.7659 15.6776  -0.07
87 H -21.3236 -22.6997 13.9321  0.11
88 H -22.7352 -21.4600 13.5448  0.09
89 H -22.7732 -22.6856 14.8248  0.10
90 H -20.2451 -20.3875 13.6640  0.14
91 H -20.2234 -19.5508 15.2532  0.14
92 H -22.3310 -19.3141 13.0520  0.13
93 H -21.2101 -18.1509 13.7109  0.13
94 H -23.7880 -17.4212 13.4045  0.15
95 H -22.7653 -16.6099 14.6186  0.14
96 H -25.0193 -16.0102 14.9656  0.14
97 H -24.5085 -17.1181 16.2936  0.13
98 H -27.4095 -16.7843 15.5426  0.10
99 H -26.8647 -18.1986 16.6739  0.10
100 H -27.6792 -18.4506 15.2362  0.10
101 C -18.8118 -11.3484 20.9680  -0.10
102 C -18.3805 -11.3571 19.5454  -0.24
103 C -19.3246 -10.5872 18.5412  -0.09
104 N -19.7880 -11.3537 17.2626  -0.24
105 C -20.9428 -12.3481 17.6880  -0.07
106 C -22.3307 -11.6968 17.8371  -0.16
107 C -22.6795 -10.6691 16.7914  -0.18
108 C -21.5687 -9.6045 16.5867  -0.15
109 C -20.3399 -10.3742 16.2126  -0.12
110 C -18.5968 -12.1149 16.5789  0.06
111 H -17.9963 -11.8865 21.4511  0.09
112 H -19.7005 -11.9449 21.1745  0.08
113 H -18.8614 -10.3113 21.2996  0.09
114 H -18.2470 -12.4083 19.2901  0.10
115 H -17.4240 -10.8575 19.3914  0.12
116 H -18.7562 -9.7008 18.2598  0.13
117 H -20.1571 -10.0944 19.0432  0.12
118 H -20.5980 -12.9009 18.5618  0.13
119 H -20.9211 -13.0499 16.8542  0.12
120 H -22.3097 -11.1674 18.7896  0.11
121 H -23.1217 -12.4214 18.0304  0.13
122 H -23.5852 -10.2447 17.2246  0.12
123 H -22.9403 -11.0247 15.7946  0.12
124 H -21.4452 -8.9422 17.4436  0.12
125 H -21.6605 -8.8226 15.8328  0.13
126 H -19.4258 -9.7823 16.1654  0.13
127 H -20.4762 -10.9746 15.3131  0.14
128 H -19.0624 -12.6176 15.7312  0.10
129 H -18.1890 -12.8996 17.2161  0.10
130 H -17.8951 -11.3002 16.4002  0.12
131 C -40.0175 -18.1936 15.4479  -0.07
132 C -39.7262 -19.0482 16.7137  -0.24
133 C -38.6152 -20.1027 16.6216  -0.08
134 N -38.3494 -21.0466 17.8469  -0.22
135 C -37.3778 -20.4108 18.9572  -0.03
136 C -35.9192 -20.2939 18.4198  -0.17
137 C -35.3568 -21.5833 17.8272  -0.17
138 C -36.3330 -22.2651 16.7381  -0.12
139 C -37.7666 -22.4008 17.3608  -0.10
140 C -39.6818 -21.3840 18.4694  -0.02
141 H -40.7648 -17.4166 15.6090  0.08
142 H -40.4692 -18.8580 14.7113  0.08
143 H -39.1698 -17.6632 15.0140  0.08
144 H -40.6736 -19.5505 16.9093  0.09
145 H -39.8098 -18.4498 17.6208  0.11
146 H -37.6111 -19.6858 16.5429  0.12
147 H -38.9202 -20.6827 15.7505  0.14
148 H -37.7682 -19.4135 19.1602  0.13
149 H -37.4682 -21.0591 19.8287  0.13
150 H -35.8543 -19.5284 17.6466  0.11
151 H -35.1849 -19.8493 19.0915  0.12
152 H -34.4294 -21.4221 17.2776  0.11
153 H -35.0528 -22.2884 18.6008  0.11
154 H -36.2198 -21.8095 15.7544  0.11
155 H -35.9875 -23.2980 16.6956  0.11
156 H -38.4418 -22.9078 16.6716  0.13
157 H -37.6522 -23.0509 18.2282  0.13
158 H -40.0990 -20.5809 19.0770  0.11
159 H -39.5475 -22.2775 19.0791  0.11
160 H -40.4263 -21.6136 17.7072  0.11
161 C -37.1293 -16.2794 26.3100  -0.08
162 C -36.7426 -16.9838 27.6151  -0.21
163 C -35.2559 -17.6454 27.6919  -0.08
164 N -34.6684 -18.1452 29.0377  -0.24
165 C -34.5440 -17.1114 30.1631  -0.09
166 C -33.5960 -15.9209 29.8679  -0.14
167 C -32.2674 -16.4774 29.4440  -0.20
168 C -32.2036 -17.6214 28.4142  -0.17
169 C -33.2241 -18.6414 28.7915  -0.12
170 C -35.5611 -19.3072 29.4045  0.03
171 H -37.2855 -17.1661 25.6956  0.07
172 H -36.3230 -15.7099 25.8476  0.08
173 H -38.0903 -15.7768 26.4189  0.09
174 H -37.3690 -17.7837 28.0099  0.10
175 H -36.9177 -16.2105 28.3631  0.09
176 H -34.5821 -16.9013 27.2672  0.11
177 H -35.3076 -18.5101 27.0303  0.13
178 H -35.5393 -16.7724 30.4503  0.13
179 H -34.1671 -17.7314 30.9766  0.14
180 H -34.0692 -15.3452 29.0725  0.12
181 H -33.5643 -15.3747 30.8107  0.13
182 H -31.6832 -15.6622 29.0170  0.11
183 H -31.6513 -16.9185 30.2277  0.12
184 H -32.2479 -17.1678 27.4240  0.12
185 H -31.2903 -18.1931 28.5795  0.13
186 H -33.1468 -19.4603 28.0762  0.15
187 H -32.8410 -19.0539 29.7249  0.14
188 H -35.0241 -19.8840 30.1576  0.11
189 H -35.6152 -19.8980 28.4901  0.12
190 H -36.4806 -18.9456 29.8647  0.11
191 C -28.4342 -12.4105 26.5840  -0.07
192 C -26.9265 -12.4010 26.7987  -0.28
193 C -26.3657 -13.6448 27.3967  -0.11
194 N -24.7872 -13.6804 27.4795  -0.23
195 C -24.3612 -15.0188 28.2195  -0.07
196 C -22.8626 -15.3634 28.0851  -0.17
197 C -22.2637 -15.2901 26.6753  -0.17
198 C -22.7152 -14.0293 25.9201  -0.15
199 C -24.2196 -13.7243 26.0290  -0.08
200 C -24.1990 -12.5297 28.3324  0.05
201 H -28.7795 -11.5091 26.0777  0.08
202 H -28.7934 -12.4705 27.6114  0.08
203 H -28.6513 -13.2919 25.9806  0.08
204 H -26.7092 -11.6102 27.5166  0.11
205 H -26.4714 -12.1511 25.8403  0.11
206 H -26.6879 -14.5194 26.8316  0.14
207 H -26.6857 -13.6443 28.4386  0.14
208 H -24.8341 -15.7280 27.5401  0.13
209 H -24.7670 -15.1396 29.2239  0.14
210 H -22.8530 -16.3692 28.5049  0.13
211 H -22.2337 -14.6903 28.6678  0.11
212 H -22.5404 -16.1936 26.1320  0.12
213 H -21.1897 -15.2349 26.8530  0.12
214 H -22.5615 -14.1078 24.8438  0.12
215 H -22.0170 -13.2625 26.2560  0.11
216 H -24.9140 -14.4098 25.5432  0.14
217 H -24.4166 -12.7252 25.6404  0.12
218 H -23.1159 -12.6406 28.2806  0.10
219 H -24.7117 -12.5968 29.2919  0.11
220 H -24.4295 -11.5990 27.8140  0.10
221 C -35.2556 -23.3278 23.7444  -0.67
222 F -36.4722 -23.8228 23.9269  0.12
223 F -34.9058 -23.5097 22.4479  0.08
224 F -35.3720 -22.0511 23.9562  0.11
225 S -33.8406 -24.0606 25.0081  0.52
226 O -32.6416 -23.3026 24.6026  -0.39
227 O -34.2639 -23.7151 26.3639  -0.38
228 O -33.8762 -25.5377 24.6969  -0.38
229 C -34.7041 -9.9270 21.0542  -0.64
230 F -33.6296 -9.4153 20.4103  0.09
231 F -35.7855 -9.0950 20.9492  0.11
232 F -34.9067 -11.1034 20.5954  0.18
233 S -34.1458 -10.1482 22.9303  0.45
234 O -35.0506 -11.0007 23.6463  -0.34
235 O -32.8914 -10.8901 22.7252  -0.40
236 O -33.9714 -8.8352 23.5604  -0.39
237 C -25.7528 -16.0637 21.4834  -0.58
238 F -25.5571 -14.8671 22.1224  0.05
239 F -26.3163 -15.8204 20.2571  0.07
240 F -24.7134 -16.9110 21.4526  0.11
241 S -27.0966 -16.9952 22.5809  0.46
242 O -27.6052 -17.9757 21.6715  -0.33
243 O -26.2894 -17.5551 23.6733  -0.36
244 O -28.0231 -15.9262 23.0027  -0.40
245 C -33.3670 -15.8939 13.5717  -0.49
246 F -34.4052 -16.1049 12.6234  0.06
247 F -32.7030 -17.1525 13.7803  0.02
248 F -32.4922 -14.9392 13.2088  0.08
249 S -33.9331 -15.2668 15.2615  0.49
250 O -33.9118 -13.8160 15.1134  -0.36
251 O -35.2714 -15.8342 15.4747  -0.38
252 O -32.9711 -15.7976 16.3092  -0.42